1.
Below is a molecular structure, C55H64CoN12O3PS3Te at a distorted geometry, with properties calculated with the ωB97M-V functional and the def2-TZVPD basis.

XYZ file:
```
140
Properties=species:S:1:pos:R:3
Co 0.3420 -0.1634 0.6719
N -0.9670 1.5931 0.6197
C -2.0593 1.6267 1.5818
C -1.5570 1.0397 2.9027
N -0.9575 -0.2734 2.6934
C -1.9105 -1.3781 2.6696
C -2.3216 -1.6911 1.2236
N -1.1328 -1.7890 0.3905
H -1.3076 1.4764 -0.3340
H -0.4048 2.4405 0.7243
H -2.4143 2.6534 1.7584
H -2.9001 1.0443 1.2008
H -0.7826 1.7097 3.2830
H -2.3832 1.0010 3.6289
H -0.2657 -0.4300 3.4170
H -1.4398 -2.2678 3.0936
H -2.8038 -1.1508 3.2694
H -2.9204 -2.6104 1.2023
H -2.9345 -0.8796 0.8328
H -0.8117 -2.7451 0.2987
H -1.3197 -1.3860 -0.5310
N 0.9620 -0.0707 -1.3479
S 1.0219 0.1346 -2.7899
N -0.1603 -0.3939 -3.8774
S -1.2590 0.4174 -4.5852
N -2.3237 1.2115 -3.7836
S -2.8016 0.4037 -2.3802
N -1.7377 0.0395 -1.4762
C -4.0103 1.5700 -1.7331
C -5.0281 1.0915 -0.9257
C -5.8798 1.9916 -0.3098
C -5.6713 3.3536 -0.4672
C -4.6236 3.8202 -1.2453
C -3.7946 2.9238 -1.8975
C -3.7868 -1.0115 -2.9486
C -5.0638 -0.8901 -3.4543
C -5.7746 -2.0442 -3.7431
C -5.2037 -3.2886 -3.5283
C -3.9150 -3.3964 -3.0316
C -3.2054 -2.2479 -2.7401
C -0.6159 1.5813 -5.7802
C -0.9267 2.9238 -5.6747
C -0.4127 3.8067 -6.6059
C 0.3966 3.3376 -7.6301
C 0.6980 1.9861 -7.7292
C 0.1928 1.0993 -6.7966
C -2.1722 -0.7779 -5.5564
C -1.8842 -2.1286 -5.5049
C -2.7348 -3.0228 -6.1317
C -3.8622 -2.5567 -6.7903
C -4.1331 -1.1966 -6.8508
C -3.2841 -0.2993 -6.2316
C 2.4344 -0.7055 -3.5833
C 2.2641 -1.7217 -4.5024
C 3.3744 -2.3431 -5.0507
C 4.6474 -1.9479 -4.6757
C 4.8135 -0.9246 -3.7553
C 3.7051 -0.2985 -3.2097
C 1.3255 1.8453 -3.3509
C 2.0759 2.0857 -4.4875
C 2.3899 3.3873 -4.8381
C 1.9341 4.4410 -4.0642
C 1.1528 4.1961 -2.9458
C 0.8566 2.8922 -2.5831
H -5.1442 0.0262 -0.7863
H -6.7098 1.6315 0.2801
H -6.3243 4.0553 0.0298
H -4.4573 4.8816 -1.3500
H -2.9888 3.2492 -2.5378
H -5.4906 0.0907 -3.5995
H -6.7770 -1.9743 -4.1340
H -5.7729 -4.1817 -3.7315
H -3.4691 -4.3644 -2.8642
H -2.2000 -2.2723 -2.3485
H -1.5631 3.2457 -4.8674
H -0.6398 4.8583 -6.5283
H 0.7917 4.0285 -8.3578
H 1.3304 1.6257 -8.5259
H 0.4124 0.0433 -6.8380
H -1.0188 -2.4511 -4.9496
H -2.5299 -4.0819 -6.0837
H -4.5375 -3.2567 -7.2563
H -5.0140 -0.8389 -7.3620
H -3.4788 0.7625 -6.2417
H 1.2614 -2.0017 -4.7800
H 3.2453 -3.1291 -5.7783
H 5.5096 -2.4335 -5.1054
H 5.8066 -0.6073 -3.4751
H 3.8127 0.5183 -2.5124
H 2.4258 1.2651 -5.0919
H 3.0002 3.5765 -5.7083
H 2.1984 5.4535 -4.3260
H 0.7908 5.0170 -2.3464
H 0.2817 2.6602 -1.7016
C 3.7351 -0.6674 0.2353
C 3.0230 -1.7153 0.9981
N 1.7272 -1.7614 1.1991
C 1.4877 -2.8676 1.9618
C 2.6589 -3.4979 2.2294
N 3.6378 -2.7594 1.6143
C 5.0174 -3.1439 1.5167
N 5.1499 -4.3693 0.7806
N 5.8465 -5.4020 1.2950
N 5.8498 -6.3781 0.4993
C 5.1346 -6.0490 -0.6134
C 4.8542 -6.7677 -1.7739
C 4.0931 -6.1364 -2.7289
C 3.5993 -4.8383 -2.5435
C 3.8660 -4.1064 -1.4071
C 4.6576 -4.7236 -0.4457
H 2.9730 -0.0543 -0.2396
H 4.3896 -1.0913 -0.5249
H 4.3180 -0.0371 0.9064
H 0.5009 -3.1474 2.2639
H 2.8728 -4.3797 2.7937
H 5.4480 -3.3423 2.5052
H 5.5804 -2.3380 1.0305
H 5.2166 -7.7735 -1.8974
H 3.8610 -6.6499 -3.6489
H 2.9928 -4.3923 -3.3180
H 3.4748 -3.1085 -1.2828
C 4.7906 3.9093 -0.2129
C 3.5160 3.1803 0.1733
O 3.6221 2.6822 1.4861
P 2.2126 2.3752 2.2650
O 1.6846 1.0784 1.7189
Te 0.7951 4.2570 2.2509
O 2.7663 2.1636 3.7583
C 3.4860 0.9967 4.1286
C 2.5450 -0.1338 4.5162
H 4.6530 4.3901 -1.1766
H 5.6275 3.2206 -0.2776
H 5.0207 4.6643 0.5324
H 3.3097 2.3547 -0.5198
H 2.6615 3.8725 0.1236
H 4.1009 1.2975 4.9828
H 4.1402 0.6891 3.3080
H 1.8222 0.2373 5.2383
H 3.1009 -0.9528 4.9646
H 2.0205 -0.4925 3.6347
```

The net charge is +1. The spin multiplicity is 2. The LUMO energy (alpha / beta) comes out at -2.364 / -2.364 eV. The calculation puts the largest force on an atom at 1.6 eV/A. The calculation puts the HOMO energy (alpha / beta) at -0.319 / -0.318 Eh. The total energy is -6203.39410 Ha.

=====

2.
Below is a molecular structure, C55H66IrN3O5P, with properties calculated with the ωB97M-V functional and the def2-TZVPD basis.

XYZ file:
```
131
Properties=species:S:1:pos:R:3
Ir -1.6397 0.7034 -0.3506
C 2.8625 -4.9423 0.9710
C 3.2515 -4.0599 -0.2242
C 3.7523 -4.9665 -1.3477
C 4.4037 -3.1346 0.1875
C 2.0373 -3.2290 -0.6402
C 1.5235 -2.3069 0.2290
C 0.3890 -1.5229 -0.0969
N -0.1700 -0.5841 0.6759
C 0.0847 -0.4051 2.0281
C 0.4548 -1.4549 2.8615
C 0.8098 -1.2481 4.1850
C 0.8052 0.0579 4.6508
C 0.3460 1.1438 3.8934
C -0.0983 0.8835 2.5994
O -0.6488 1.9001 1.8492
C 0.3927 2.5243 4.5716
C -0.0595 3.7011 3.7031
C -0.4733 2.5285 5.8419
C 1.8559 2.7886 4.9751
C 1.2841 -2.4285 5.0314
C 1.2880 -2.1141 6.5295
C 2.7132 -2.7868 4.6030
C 0.3756 -3.6419 4.8095
C -0.1872 -1.6476 -1.4243
O -1.1298 -0.8528 -1.7911
C 0.3410 -2.6313 -2.3143
C 1.4110 -3.3866 -1.8999
C -0.2417 -2.7581 -3.7185
C -1.7491 -3.0442 -3.6506
C 0.4063 -3.8970 -4.5129
C 0.0117 -1.4500 -4.4820
H 3.7076 -5.5565 1.2828
H 2.0342 -5.6019 0.7108
H 2.5511 -4.3382 1.8222
H 4.6365 -5.5071 -1.0090
H 4.0300 -4.3947 -2.2325
H 3.0054 -5.7047 -1.6365
H 5.2458 -3.7239 0.5514
H 4.1114 -2.4481 0.9794
H 4.7471 -2.5428 -0.6622
H 2.0093 -2.1306 1.1749
H 0.4470 -2.4525 2.4522
H 1.1307 0.2539 5.6578
H -1.1078 3.6294 3.4209
H 0.5269 3.7851 2.7915
H 0.0746 4.6148 4.2855
H -1.5350 2.5090 5.5950
H -0.2791 3.4390 6.4106
H -0.2552 1.6785 6.4862
H 2.5293 2.6153 4.1363
H 2.1788 2.1573 5.8018
H 1.9660 3.8258 5.2926
H 2.0317 -1.3634 6.7901
H 1.5321 -3.0176 7.0887
H 0.3125 -1.7627 6.8640
H 3.3793 -1.9333 4.7349
H 2.7434 -3.0759 3.5520
H 3.0954 -3.6180 5.1944
H -0.6444 -3.4286 5.1293
H 0.7445 -4.4887 5.3887
H 0.3430 -3.9503 3.7653
H 1.8125 -4.1192 -2.5776
H -1.9377 -3.9692 -3.1061
H -2.1447 -3.1610 -4.6600
H -2.2837 -2.2411 -3.1503
H 0.2983 -4.8582 -4.0098
H 1.4667 -3.7194 -4.6939
H -0.0843 -3.9732 -5.4838
H -0.4457 -0.6067 -3.9714
H -0.4051 -1.5144 -5.4884
H 1.0828 -1.2610 -4.5683
C -5.4349 -2.1343 1.6733
O -5.6013 -1.5444 0.3769
C -4.5004 -0.9377 -0.0829
O -3.4232 -0.9794 0.4627
N -4.7781 -0.2823 -1.2461
N -3.7763 0.4619 -1.8728
H -6.3823 -2.6151 1.8913
H -5.2162 -1.3555 2.4039
H -4.6256 -2.8615 1.6547
H -5.7018 -0.3700 -1.6467
H -4.0759 1.4159 -2.0403
H -3.4350 0.0108 -2.7197
O -0.8286 2.3275 -2.0246
P 0.1911 2.7763 -3.0179
C 1.8075 2.0505 -2.7127
C 2.9826 2.5153 -3.3021
C 4.1770 1.8555 -3.0700
C 4.2041 0.7347 -2.2471
C 3.0421 0.2791 -1.6463
C 1.8442 0.9401 -1.8761
C 0.4127 4.5636 -3.0593
C 1.2829 5.1858 -2.1680
C 1.3580 6.5684 -2.1207
C 0.5619 7.3349 -2.9585
C -0.3114 6.7223 -3.8450
C -0.3879 5.3401 -3.8944
C -0.3078 2.2958 -4.6895
C 0.5136 2.4530 -5.8035
C 0.0704 2.0578 -7.0535
C -1.1966 1.5056 -7.1994
C -2.0198 1.3495 -6.0960
C -1.5745 1.7436 -4.8432
H 2.9722 3.4011 -3.9240
H 5.0893 2.2173 -3.5241
H 5.1404 0.2226 -2.0681
H 3.0556 -0.5874 -0.9987
H 0.9332 0.6041 -1.4046
H 1.8977 4.5895 -1.5063
H 2.0348 7.0470 -1.4270
H 0.6210 8.4134 -2.9190
H -0.9307 7.3210 -4.4977
H -1.0655 4.8627 -4.5891
H 1.5015 2.8799 -5.7000
H 0.7120 2.1770 -7.9144
H -1.5386 1.1954 -8.1765
H -3.0031 0.9144 -6.2099
H -2.1906 1.6231 -3.9624
C -1.9882 1.7460 1.3308
C -3.0881 1.6437 2.2339
C -3.0397 1.3226 3.6065
C -4.2005 1.1824 4.3461
C -5.4515 1.3533 3.7650
C -5.5232 1.6735 2.4091
C -4.3744 1.8146 1.6652
H -2.0914 1.1372 4.0860
H -4.1261 0.9232 5.3942
H -6.3515 1.2451 4.3534
H -6.4869 1.8185 1.9376
H -4.4321 2.0671 0.6150
```

The spin multiplicity is 6. The LUMO energy (alpha / beta) comes out at 0.277 / -0.910 eV. The calculation puts the largest force on an atom at 0.8 eV/A. The calculation puts the HOMO energy (alpha / beta) at -0.193 / -0.268 Eh. The total energy is -3121.47415 Ha.